1.
ORCA calculation (ωB97M-V with the def2-TZVPD basis set) on a structure of composition H26O13 at a distorted geometry.

Structure (XYZ):
```
39
Properties=species:S:1:pos:R:3:forces:R:3:lowdin_charge:R:1
O 2.972 -0.361 -1.145 4.220 0.664 1.382 0.037
H 3.269 -0.692 -1.969 0.601 -0.317 -1.321 0.036
H 2.092 -0.505 -1.142 -4.536 -0.413 -0.013 -0.081
O 0.402 0.740 -2.029 0.359 0.084 -2.366 -0.040
H -0.371 1.271 -2.252 0.261 -0.186 0.630 0.049
H 0.444 0.478 -1.123 -0.875 0.697 1.514 -0.035
O -1.702 -0.012 2.551 -0.529 0.240 -1.500 -0.084
H -2.589 0.109 2.185 -0.354 -0.021 0.773 0.024
H -1.231 0.044 1.675 0.857 0.012 0.972 -0.006
O -2.404 -0.287 -0.908 -3.178 -0.312 -1.981 -0.111
H -2.458 -0.539 -1.908 0.197 0.774 2.334 0.149
H -3.384 -0.031 -0.671 2.560 -0.891 -0.737 0.150
O 2.209 0.707 2.271 -2.553 1.558 0.595 0.001
H 2.982 0.232 2.144 2.294 -1.514 -0.067 0.009
H 1.777 0.438 3.098 0.473 -0.031 -0.430 0.079
O -2.236 -2.906 -0.032 4.227 0.637 -6.496 0.033
H -2.351 -2.007 -0.352 -1.055 0.380 0.396 -0.010
H -2.684 -3.063 0.687 -3.681 -0.960 6.109 -0.028
O 0.281 -1.684 -0.416 -1.242 -9.463 -5.330 -0.048
H 0.766 -2.572 -0.738 -1.565 2.710 1.338 0.202
H -0.753 -1.939 -0.509 3.408 0.184 0.413 0.129
O 1.332 3.248 -0.161 0.285 -1.677 -0.117 -0.035
H 1.242 4.131 -0.452 -0.220 1.448 -0.212 0.015
H 0.863 3.133 0.672 -0.194 0.208 0.345 -0.009
O -1.917 2.395 -0.565 1.130 0.062 -0.357 -0.118
H -2.205 1.465 -0.744 1.449 1.262 0.249 -0.019
H -0.901 2.494 -0.576 -2.220 -0.795 0.159 0.047
O 2.329 -2.884 1.621 -7.366 -0.674 2.811 -0.012
H 3.049 -2.658 1.187 5.137 2.034 -3.410 -0.062
H 1.544 -2.292 1.348 2.253 -1.278 0.624 0.070
O 0.145 0.132 0.631 -10.210 0.576 -2.396 -0.016
H 0.896 0.343 0.921 9.642 3.053 4.285 -0.101
H 0.177 -0.786 0.268 0.555 2.073 2.028 -0.178
O -0.578 3.051 1.938 -0.567 2.059 -0.259 -0.065
H -1.149 2.325 2.162 -0.322 -0.805 0.116 0.007
H -1.209 3.782 1.682 1.013 -1.271 0.356 0.086
O 0.146 -1.648 -3.337 -5.195 -1.059 -5.867 0.062
H 0.516 -1.293 -2.656 2.753 5.235 6.761 -0.123
H 0.690 -2.359 -3.358 2.188 -4.282 -1.333 -0.006
```
Positions in Å, forces in eV/Å.

The calculation puts the HOMO-LUMO gap at 10.08 eV. Its charge is 0. As for the strongest force on any atom: 11.0 eV Å⁻¹. The calculation puts the energy relative to the best compared isomer or geometry (same formula, charge and spin) at 151.2 kcal/mol. The energy comes out at -993.53222 Ha.



2.
ORCA calculation (ωB97M-V with the def2-TZVPD basis set) on a structure of composition C8H12KO8 at a distorted geometry.

Structure (XYZ):
```
29
Properties=species:S:1:pos:R:3:forces:R:3:lowdin_charge:R:1
K -0.367 0.613 -1.599 1.259 13.157 0.642 1.002
C -1.320 0.095 1.028 -0.780 -0.677 -0.311 -0.099
C -1.827 1.479 0.760 -0.824 1.091 -0.274 -0.845
O -2.018 1.912 -0.395 -0.829 -0.532 -0.027 -0.109
O -2.033 2.147 1.775 -0.808 1.099 2.474 -0.104
H -2.177 -0.566 1.161 -0.062 -0.191 -0.433 0.087
H -0.737 -0.020 1.942 -0.331 0.567 0.370 0.092
H -0.626 -0.213 0.246 -2.614 -0.546 0.393 -0.018
C 1.252 -0.921 0.503 1.581 -1.229 1.810 -0.071
C 2.024 -0.469 -0.678 1.746 1.982 -1.825 -0.750
O 1.436 -0.546 -1.780 2.886 -2.142 -0.042 -0.157
O 3.122 0.136 -0.516 0.068 -1.047 0.779 -0.086
H 0.485 -0.206 0.803 2.074 -1.333 -0.258 -0.012
H 1.902 -1.012 1.373 0.434 0.214 0.209 0.080
H 0.887 -1.939 0.364 0.060 0.640 -0.214 0.058
C 0.795 2.346 0.801 1.191 0.945 0.135 -0.005
C 1.320 2.718 -0.615 0.623 -1.111 -0.761 -0.777
O 0.615 2.402 -1.584 0.521 4.532 -0.329 -0.242
O 2.459 3.147 -0.796 1.964 1.751 1.412 -0.094
H 0.043 3.079 1.094 -0.346 -0.543 -0.042 0.073
H 1.586 2.411 1.548 0.482 0.291 -0.118 0.068
H 0.499 1.302 0.910 -0.279 1.140 -0.382 0.023
C -1.169 -2.815 -0.294 -0.293 -0.119 -0.425 -0.036
C -0.801 -2.229 -1.716 -0.754 -0.539 -1.569 -0.678
O -0.908 -0.988 -1.876 -6.774 -16.201 -1.397 -0.420
O -0.533 -3.004 -2.668 0.126 -0.997 0.902 -0.099
H -2.174 -2.485 -0.029 -0.102 0.246 -0.130 0.051
H -0.517 -2.469 0.508 -0.547 -0.253 -0.277 0.025
H -1.218 -3.904 -0.271 0.327 -0.193 -0.314 0.044
```
Positions in Å, forces in eV/Å.

The calculation puts the HOMO-LUMO gap at 4.14 eV. Its charge is -3. As for the strongest force on any atom: 17.6 eV Å⁻¹. The energy comes out at -1513.54509 Ha.



3.
ORCA calculation (ωB97M-V with the def2-TZVPD basis set) on the ion C3H8N3S with charge +1 at a distorted geometry.

Structure (XYZ):
```
15
Properties=species:S:1:pos:R:3:forces:R:3:lowdin_charge:R:1
C 0.277 0.884 0.208 -0.057 -0.680 0.245 -0.112
C -0.843 1.007 0.925 -1.017 -0.067 0.167 -0.106
C 1.151 -0.484 -1.536 -0.284 -1.416 0.588 -0.438
N 0.742 -0.330 -0.314 -0.276 -0.002 -0.917 -0.227
N 0.517 -1.423 0.438 -0.531 -2.010 1.408 0.090
N -1.652 0.046 1.473 3.899 0.739 -1.336 0.141
S 1.308 0.687 -2.759 0.175 -0.322 -0.485 0.947
H 0.928 1.669 0.028 0.723 1.608 -0.421 0.097
H -1.182 2.049 0.991 0.111 -0.512 0.690 0.147
H 1.257 -1.581 -1.712 0.652 1.180 -0.666 0.130
H 0.191 -2.326 0.053 0.508 1.231 0.169 0.154
H 0.677 -1.310 1.437 0.113 -0.155 -0.608 0.144
H -1.527 -0.906 1.247 0.112 -0.787 -0.226 0.077
H -2.519 0.329 1.668 -4.016 1.129 1.129 0.057
H 0.676 1.691 -2.147 -0.113 0.063 0.264 -0.102
```
Positions in Å, forces in eV/Å.

The calculation puts the HOMO-LUMO gap at 8.41 eV. Its charge is +1. As for the strongest force on any atom: 4.3 eV Å⁻¹. The calculation puts the energy relative to the best compared isomer or geometry (same formula, charge and spin) at 49.5 kcal/mol. The energy comes out at -681.23532 Ha.